(1)
DFT (wB97M-V/def2-TZVPD) results for C4H8O2 as an isolated structure.

Results
Energy: -8369.149 eV
Gap between HOMO and LUMO: 9.01 eV
ΔE to the lowest compared entry with this formula, charge and spin: 95.3 kcal per mole
Highest occupied orbital energy: -8.95 eV
LUMO: 0.064 eV

CARTESIAN COORDINATES (ANGSTROEM)
1 O -0.292 1.064 0.558
2 O -1.344 -0.644 -1.337
3 C 0.687 -0.390 -0.282
4 C 1.685 -0.736 0.772
5 C -1.301 1.514 -0.117
6 C -0.499 -1.090 -0.475
7 H 1.033 0.218 -1.114
8 H -1.113 2.316 -0.850
9 H -1.593 0.469 -0.959
10 H 2.586 -1.161 0.318
11 H -0.835 -1.818 0.272
12 H -2.267 1.535 0.407
13 H 1.280 -1.449 1.496
14 H 1.974 0.173 1.310

***

(2)
DFT (wB97M-V/def2-TZVPD) results for C22H36O2P2Ru as an isolated structure in a non-equilibrium geometry.

Results
Energy: -48626.955 eV
Total charge: +2
Gap between HOMO and LUMO (alpha / beta): 5.95 / 3.78 eV
Highest occupied orbital energy (alpha / beta): -12.93 / -13.92 eV
Expectation value of S²: 6.041
LUMO (alpha / beta): -6.981 / -10.145 eV
2S+1: 5

CARTESIAN COORDINATES (ANGSTROEM)
1 Ru 1.709 -0.607 -0.401
2 P 1.392 0.616 -2.241
3 P 1.044 -2.161 -1.515
4 O 1.935 -0.138 1.886
5 O 0.197 -1.584 2.394
6 C 2.575 2.069 -2.284
7 C -4.381 1.042 -0.872
8 C 1.413 -0.642 -3.714
9 C -0.693 1.897 0.431
10 C 0.345 1.517 6.391
11 C 1.591 1.443 5.784
12 C 1.839 -3.700 1.248
13 C -0.903 0.547 -0.189
14 C 0.391 -1.615 -3.170
15 C -2.193 0.389 -0.788
16 C -1.490 3.124 -0.312
17 C -2.688 3.217 -0.872
18 C -0.368 -3.256 -1.224
19 C 2.384 -3.316 -1.873
20 C 0.658 0.126 3.945
21 C -3.348 -0.047 -0.425
22 C 0.031 1.692 -3.198
23 C -0.599 0.203 4.563
24 C 1.752 0.749 4.575
25 C 0.951 -0.608 2.614
26 C -0.786 0.922 5.771
27 C -3.534 2.197 -1.629
28 H -0.531 -0.351 0.415
29 H -0.441 2.466 -2.598
30 H 2.465 -1.003 -3.791
31 H 2.210 -4.500 0.638
32 H 2.246 2.785 -1.513
33 H 2.716 0.703 4.095
34 H -3.681 -0.978 0.086
35 H -4.217 2.853 -2.217
36 H 0.161 -2.477 -3.763
37 H -5.246 0.759 -1.535
38 H 0.418 2.114 0.324
39 H -2.868 1.743 -2.395
40 H -1.230 -2.623 -1.260
41 H -0.828 1.137 -3.572
42 H -0.892 1.932 1.538
43 H 2.467 1.909 6.267
44 H -0.553 -1.130 -2.873
45 H 1.413 -2.827 0.573
46 H -1.746 1.021 6.272
47 H 3.120 -3.307 -1.103
48 H 2.125 -4.428 -1.997
49 H 3.527 1.624 -1.943
50 H -0.744 3.887 -0.499
51 H -0.302 0.632 -1.194
52 H 0.230 1.979 7.388
53 H 2.718 2.625 -3.225
54 H -1.490 -0.271 4.139
55 H -4.781 1.533 0.048
56 H 0.412 2.204 -4.100
57 H 1.174 -0.255 -4.701
58 H -0.255 -3.737 -0.272
59 H 2.659 -3.286 1.906
60 H -3.030 4.265 -1.031
61 H -0.307 -3.948 -2.059
62 H 2.759 -3.022 -2.846
63 H 1.100 -4.105 1.903

***

(3)
DFT (wB97M-V/def2-TZVPD) results for C16H37B3BrNO5P as an isolated structure.

Results
Energy: -110281.278 eV
Total charge: +1
Gap between HOMO and LUMO: 10.24 eV
Highest occupied orbital energy: -12.77 eV
LUMO: -2.530 eV

CARTESIAN COORDINATES (ANGSTROEM)
1 Br 0.628 -4.396 -5.189
2 P -0.289 0.854 1.508
3 O 1.590 -0.191 -6.672
4 O 1.568 -2.513 -7.092
5 O 0.192 -1.574 -5.393
6 O 4.595 -2.167 -5.407
7 O 3.646 -1.307 -7.162
8 N 4.359 -2.436 -6.494
9 C 0.611 2.398 1.807
10 C 0.033 -2.269 -1.969
11 C 0.676 -0.469 2.270
12 C -0.408 0.885 -0.299
13 C -4.258 0.772 0.476
14 C 0.061 3.188 4.256
15 C 2.404 -2.691 0.625
16 C 1.100 2.735 3.225
17 C -1.140 -0.149 -1.173
18 C -3.665 -0.467 1.138
19 C -1.859 0.970 2.387
20 C -2.864 -0.194 2.412
21 C -0.877 4.290 3.776
22 C 2.536 -1.171 0.604
23 C -0.871 -1.641 -0.911
24 C 2.178 -0.529 1.944
25 B 0.926 -0.401 -5.496
26 B 0.785 -2.662 -5.979
27 B 2.291 -1.330 -7.023
28 H -1.541 1.117 3.423
29 H -4.738 0.508 -0.466
30 H -4.475 -1.149 1.400
31 H 3.568 -0.911 0.364
32 H 1.055 0.337 -4.573
33 H -0.327 5.206 3.555
34 H 0.624 0.997 -0.645
35 H 1.402 -3.016 0.914
36 H 1.658 1.888 3.632
37 H 1.830 3.539 3.107
38 H 3.110 -3.125 1.335
39 H -5.013 1.239 1.110
40 H 0.962 -1.706 -2.090
41 H -1.613 4.525 4.543
42 H 0.010 3.208 1.389
43 H 0.612 3.553 5.124
44 H 1.926 -0.756 -0.203
45 H 0.292 -3.294 -1.707
46 H 2.616 -3.116 -0.354
47 H 0.197 -1.435 2.105
48 H 0.558 -0.278 3.343
49 H -3.049 -1.017 0.426
50 H -2.208 0.056 -1.127
51 H -0.860 0.079 -2.204
52 H -3.502 1.527 0.247
53 H -1.430 4.010 2.877
54 H 1.489 2.332 1.157
55 H 2.657 -1.101 2.740
56 H -0.443 -1.798 0.082
57 H -0.516 2.339 4.628
58 H -1.820 -2.179 -0.914
59 H 2.604 0.475 2.005
60 H -3.565 0.038 3.217
61 H -2.352 -1.110 2.718
62 H -0.467 -2.291 -2.936
63 H -2.337 1.909 2.099
64 H -0.864 1.863 -0.494

***

The lowest energy belongs to which entry?
C16H37B3BrNO5P